(i)
Density functional theory data (ωB97M-V/def2-TZVPD) for the ion C3H8NS2 with charge +1.

```
! wB97M-V def2-TZVPD RIJCOSX def2/J DEFGRID3
* xyz 1 1
S -1.698 -1.953 -1.176
C -0.228 -1.003 -0.602
N -0.413 -0.494 0.741
C 0.534 0.714 0.968
C 1.132 1.176 -0.386
S 0.002 0.466 -1.560
H -2.410 -0.793 -1.103
H 0.582 -1.861 -0.767
H -0.453 -1.114 1.518
H -1.369 -0.191 0.569
H 1.293 0.337 1.627
H -0.109 1.531 1.300
H 0.966 2.228 -0.438
H 2.171 0.958 -0.692
*
```

Calculated values
- Structure (SMILES): S[C@@H]1[NH2+]CCS1
- Kohn-Sham gap: 10.337 eV
- LUMO level: -3.5 eV



(ii)
Density functional theory data (ωB97M-V/def2-TZVPD) for a structure of composition C3H8NS2.

```
! wB97M-V def2-TZVPD RIJCOSX def2/J DEFGRID3
* xyz 1 1
C -1.256 0.387 0.682
C -1.288 -1.147 0.415
C 1.017 -0.151 0.180
N 0.119 0.806 0.606
S 0.487 -1.717 0.062
S 2.634 0.329 -0.065
H -1.948 0.748 -0.145
H -1.582 0.506 1.748
H -1.718 -1.572 1.249
H -1.827 -1.609 -0.462
H 1.329 0.436 -2.439
H 1.179 -0.233 -2.845
H 0.148 1.774 0.333
H 2.709 1.442 0.680
*
```

Calculated values
- Kohn-Sham gap: 9.666 eV
- LUMO level: -4.9 eV



Energy relative to the most stable one, in kcal/mol: (i) 0.0; (ii) 18.0